1.
Entry from the Open Molecules 2025 dataset: an isolated molecule of C3H3IN2O (ωB97M-V with the def2-TZVPD basis set).

```
! wB97M-V def2-TZVPD RIJCOSX def2/J DEFGRID3
* xyz 0 1
N 0.5812 2.6440 -0.1201
C -1.2732 -0.3529 -0.0122
C 0.0694 -0.8006 0.0645
I 3.0441 -0.4088 -0.0059
H -1.6054 -0.4602 -1.0706
C 0.6863 1.5225 0.0189
O 0.4887 -1.9765 0.0398
N 1.0189 0.1758 0.1024
H -1.1475 0.6975 0.3850
H -1.8625 -1.0407 0.5981
*
```

Properties
Structure (SMILES): CC(=O)N(I)C#N
Orbital gap: 0.3152 hartree

2.
Entry from the Open Molecules 2025 dataset: an isolated molecule of C3H3IN2O2 (ωB97M-V with the def2-TZVPD basis set).

```
! wB97M-V def2-TZVPD RIJCOSX def2/J DEFGRID3
* xyz 0 1
C -0.9826 0.5693 1.6064
I -2.2593 0.9696 3.1974
H 1.8067 -1.1242 -0.8191
N -0.6832 -0.7159 0.9009
H 0.5916 -0.3755 -2.0069
C 0.7014 -1.1074 -1.1081
H 0.3660 -2.1314 -1.2009
O 0.7168 1.6055 -1.1057
O -0.3926 1.6010 0.9255
C 0.1809 1.0284 -0.2092
N -0.0457 -0.3193 -0.1802
*
```

Properties
Structure (SMILES): Cn1nc(I)oc1=O
Orbital gap (spin up / spin down): 0.3075 / 0.3075 hartree

3.
Entry from the Open Molecules 2025 dataset: an isolated molecule of C3H3IN4 (ωB97M-V with the def2-TZVPD basis set).

```
! wB97M-V def2-TZVPD RIJCOSX def2/J DEFGRID3
* xyz 0 1
H -0.5581 -2.0922 0.4569
C 1.0567 1.3702 -0.0444
H -2.4813 -1.8818 0.5893
C -1.3272 -0.2740 -0.3036
N 2.4408 -0.2480 -0.0805
I 0.1636 3.2157 0.1879
H -1.8819 0.7617 -0.5431
C -1.4759 -1.4114 0.2696
N 2.3451 1.1065 0.0454
N 0.4081 0.2134 -0.2879
N 1.3100 -0.7601 -0.2897
*
```

Properties
Structure (SMILES): C=Cn1nnnc1I
Orbital gap: 0.3693 hartree

4.
Entry from the Open Molecules 2025 dataset: a cluster of 2 separate species, C3H3IO2 in total (ωB97M-V with the def2-TZVPD basis set).

```
! wB97M-V def2-TZVPD RIJCOSX def2/J DEFGRID3
* xyz 0 1
C -1.4533 0.0388 -1.5752
O 1.0118 0.9379 0.7111
C 1.5107 0.2329 1.5318
I 0.3474 -0.1954 -2.7372
O -1.3972 -0.9819 0.6367
H 1.5427 -0.8795 1.3275
C -1.4225 -0.4674 -0.3871
H -1.9232 0.7965 -2.0417
H 1.7836 0.5182 2.5341
*
```

Properties
Structure (SMILES): O=C=CI.C=O
Orbital gap: 0.3027 hartree

5.
Entry from the Open Molecules 2025 dataset: a cluster of 2 separate species, C3H3IO2 in total (ωB97M-V with the def2-TZVPD basis set).

```
! wB97M-V def2-TZVPD RIJCOSX def2/J DEFGRID3
* xyz 0 1
C 1.2127 0.1748 -0.3036
H 1.2156 1.0079 1.3350
O 1.6555 1.1052 0.5121
C -1.0958 0.4039 -0.4971
O 1.1482 -1.1337 0.2060
C -2.1535 0.0391 -0.0502
I -4.0156 -0.3200 0.5815
H 0.6498 -1.6193 -0.5001
H 1.3831 0.3422 -1.2836
*
```

Properties
Orbital gap: 0.3125 hartree

6.
Entry from the Open Molecules 2025 dataset: a structure of composition C3H3LaLi2O3 (ωB97M-V with the def2-TZVPD basis set).

```
! wB97M-V def2-TZVPD RIJCOSX def2/J DEFGRID3
* xyz 2 1
C -0.7832 -0.0047 0.0222
C -0.2214 0.0652 1.4892
Li -3.4380 0.3814 0.7187
O -0.0261 -0.7355 -0.8890
C 0.9757 0.1125 -1.5772
H 0.4386 0.6720 -2.3608
H 1.6449 -0.5859 -2.1023
O -2.0033 0.2008 -0.2913
La 2.0633 1.3245 0.2506
Li 0.9093 -1.9244 0.7981
O 1.1189 -0.1724 1.6541
H -0.6786 0.6665 2.2877
*
```

Properties
Orbital gap: 0.2427 hartree

7.
Entry from the Open Molecules 2025 dataset: a structure of composition C3H3LiO3Tl (ωB97M-V with the def2-TZVPD basis set).

```
! wB97M-V def2-TZVPD RIJCOSX def2/J DEFGRID3
* xyz 2 2
C 0.5923 1.6250 0.1823
Tl -2.1606 -0.5702 2.3682
C 0.5068 -1.3512 -1.1346
H 1.4097 -1.9550 -1.0249
Li 0.6299 4.2862 1.5145
C -0.6214 -1.6121 -0.2867
O -1.0820 -0.6513 0.4037
O 0.2456 2.4287 0.9735
H -1.1841 -2.5498 -0.4162
O 1.3225 1.0824 -0.5613
H 0.3413 -0.7327 -2.0186
*
```

Properties
Orbital gap (spin up / spin down): 0.3198 / 0.3718 hartree

8.
Entry from the Open Molecules 2025 dataset: a structure of composition C3H3MgO4V (ωB97M-V with the def2-TZVPD basis set).

```
! wB97M-V def2-TZVPD RIJCOSX def2/J DEFGRID3
* xyz -1 4
C 1.1502 -1.3348 -0.1874
O 0.6192 -0.2027 -0.5111
C 2.5859 -1.1388 0.2830
O 3.0474 0.1461 0.4952
Mg 1.7987 1.5440 0.1119
H 2.6578 -1.7774 1.1956
H -2.6117 -1.5601 -0.1247
O -3.9703 -0.5693 0.9950
V -0.7407 1.1634 -0.4239
O -2.4376 0.4988 -0.2075
H 3.1906 -1.6888 -0.4773
C -3.0493 -0.5559 0.1837
*
```

Properties
Orbital gap (spin up / spin down): 0.2151 / 0.2026 hartree

9.
Entry from the Open Molecules 2025 dataset: the ion C3H3N2 with charge +1 (ωB97M-V with the def2-TZVPD basis set).

```
! wB97M-V def2-TZVPD RIJCOSX def2/J DEFGRID3
* xyz 1 1
H 2.2069 -1.9420 0.0310
C 1.5892 -1.0499 -0.0441
C -1.5849 0.2642 0.0800
C -0.1839 0.7164 0.0571
H 0.1129 1.4945 0.7603
N 0.7466 -0.3077 0.1033
N -2.5922 -0.2623 -0.0391
H -0.2945 1.0867 -0.9485
*
```

Properties
Structure (SMILES): C#[N+]CC#N
Orbital gap: 0.4009 hartree

10.
Entry from the Open Molecules 2025 dataset: the ion C3H3N2 with charge +1 (ωB97M-V with the def2-TZVPD basis set).

```
! wB97M-V def2-TZVPD RIJCOSX def2/J DEFGRID3
* xyz 1 1
N -0.9572 -0.2468 0.8527
N 0.7446 1.0144 0.3156
C 0.1149 1.5627 1.3739
H -1.4508 -1.1124 0.7687
H 0.0555 -0.6664 -1.0120
C -0.0116 -0.0327 -0.0902
C -0.8314 0.7171 1.7285
H 1.4535 1.5434 -0.1491
*
```

Properties
Structure (SMILES): c1[nH]c[nH+]c#1
Orbital gap (spin up / spin down): 0.2799 / 0.2782 hartree

11.
Entry from the Open Molecules 2025 dataset: the ion C3H3N2O with charge -1 (ωB97M-V with the def2-TZVPD basis set).

```
! wB97M-V def2-TZVPD RIJCOSX def2/J DEFGRID3
* xyz -1 1
H -0.9171 -1.4060 -0.6578
C -0.0897 -0.7226 -0.4544
C 0.7052 0.5704 1.4475
H 0.8017 -1.2284 -0.3229
N 0.2350 0.2988 -1.4926
N 1.5448 0.9195 2.1674
H -1.1267 0.8438 0.7644
O -0.6859 0.7133 -2.2745
C -0.4672 0.0114 0.8229
*
```

Properties
Orbital gap (spin up / spin down): 0.2544 / 0.2540 hartree

12.
Entry from the Open Molecules 2025 dataset: the ion C3H3N2O with charge +1 (ωB97M-V with the def2-TZVPD basis set).

```
! wB97M-V def2-TZVPD RIJCOSX def2/J DEFGRID3
* xyz 1 1
H -0.5924 -0.5480 -0.7048
N 4.9012 -0.1189 -0.3742
C 1.3276 -0.2226 -0.1372
O 4.1016 0.3787 0.9122
H -0.1154 1.0259 0.5343
H -0.4398 -0.8235 0.9216
C 3.6891 -0.1436 -0.2183
N 2.3980 -0.2414 -0.6095
C -0.0743 -0.1383 0.1577
*
```

Properties
Structure (SMILES): CC#[N+]C1=NO1
Orbital gap (spin up / spin down): 0.3005 / 0.3005 hartree

ΔE to the lowest compared entry with this formula, charge and spin readings, ordered: 18.9 29.6 37.1 44.1 104.4 0.0 23.1 0.0 9.0 75.1 4.4 132.0 kcal/mol
DFT total energy readings, ordered: -16286.17598 -18333.23426 -17216.47585 -15352.62633 -15350.00724 -10555.63426 -14183.24556 -42480.73023 -6129.18631 -6126.32173 -8184.47406 -8173.18735 eV